Density functional theory data (ωB97M-V with the def2-TZVPD basis set) for a structure of composition C18H40EuOP2Si.

```
63
Properties=species:S:1:pos:R:3:mulliken_charge:R:1
Eu 0.02 -0.26 2.86 0.9756
P 0.16 -1.55 0.28 0.5370
P -0.06 1.63 0.46 0.5571
Si -0.08 0.54 6.30 0.2918
O -0.10 0.88 4.72 -0.5849
C 1.66 -0.55 -5.31 -0.5671
C -1.83 1.00 -5.32 -0.5858
C 0.33 0.85 -1.20 -0.3742
C -0.14 -0.61 -1.30 0.0269
C -1.25 -0.89 6.77 -0.9671
C 1.83 -2.26 -0.01 -1.2320
C 0.19 -2.63 3.52 -1.3814
C -0.73 -1.30 -4.99 -0.1892
C 1.26 0.85 -5.85 -0.9944
C -0.87 -3.05 0.12 -1.1723
C 0.96 3.15 0.41 -1.2335
C -0.56 2.13 7.19 -0.9740
C 1.60 -0.18 6.81 -0.9977
C 0.57 -1.37 -4.70 -0.5858
C -1.66 2.42 0.02 -1.2503
C 0.55 1.72 -4.85 -0.1138
C -1.41 -0.36 -5.93 -0.9527
C -0.76 1.77 -4.61 -0.4793
H 2.45 -0.41 -4.55 0.3089
H -2.28 1.61 -6.12 0.3212
H -0.74 -2.69 4.12 0.2352
H -0.68 -3.54 -0.83 0.3694
H -0.84 -0.19 -6.85 0.3655
H -1.34 -1.04 7.85 0.3344
H 0.37 -1.12 -2.14 -0.5089
H 2.21 1.36 -6.09 0.3976
H -1.96 3.11 0.82 0.4192
H -1.54 2.97 -0.91 0.3457
H 0.65 3.82 1.22 0.4005
H -0.65 -3.73 0.95 0.3431
H 1.75 -0.25 7.89 0.3382
H 2.59 -1.47 0.00 0.3433
H 1.06 -2.59 4.21 0.2586
H -2.65 0.82 -4.60 0.3105
H 0.14 2.95 6.95 0.2633
H -1.56 2.47 6.90 0.2557
H -1.43 -2.03 -4.54 0.3348
H -0.53 1.92 8.28 0.2798
H 2.03 2.90 0.54 0.3361
H 2.07 -2.97 0.79 0.4111
H 0.93 -2.16 -4.03 0.6158
H -1.93 -2.77 0.19 0.3170
H 1.85 -2.78 -0.98 0.3538
H 2.43 0.41 6.39 0.2688
H -0.88 -1.84 6.35 0.2605
H 2.14 -1.10 -6.14 0.3193
H -1.15 2.51 -3.90 0.4683
H 1.42 0.92 -1.34 0.4227
H 0.82 3.67 -0.55 0.3709
H -0.13 1.47 -1.99 -0.3272
H -1.22 -0.67 -1.52 0.3748
H -2.35 -0.86 -6.24 0.3963
H -2.26 -0.72 6.38 0.2549
H 0.72 0.74 -6.79 0.3591
H -2.44 1.65 -0.10 0.3417
H 1.70 -1.21 6.40 0.2660
H 1.23 2.42 -4.34 0.3508
H 0.28 -3.52 2.90 0.3707
```

## Properties
Frontier orbital gap (spin up / spin down), eV: 6.351 / 6.825
Spin multiplicity: 8
E_LUMO (spin up / spin down), eV: 0.17 / 0.15